112
Properties=species:S:1:pos:R:3:forces:R:3 method="wB97M-V/def2-TZVPD" e_lumo_ha=-0.13281 mol_weight_g_mol=1174.8 total_charge=+1
Hf -12.98406 -17.61608 -0.52304 -0.128 -0.738 -0.964
C -16.04359 -14.79932 3.31581 -0.398 0.784 -0.223
S -15.94908 -16.56877 3.66722 0.063 0.588 -0.002
C -15.04039 -17.13553 2.29712 -0.567 0.936 0.081
S -14.70511 -16.19355 0.95113 -0.150 1.749 -0.840
N -14.71057 -18.35491 2.36188 -0.322 -0.935 2.013
N -14.04383 -18.81338 1.30313 0.339 -2.293 -1.485
C -14.22796 -20.08570 1.19545 1.782 -1.395 -1.085
C -13.58528 -20.87795 0.09618 0.409 1.601 0.408
C -13.48730 -22.25260 0.00033 -1.929 -0.517 1.728
C -12.92727 -22.86938 -1.10956 -0.260 0.003 1.482
C -12.40823 -22.04933 -2.04861 0.328 -0.426 -1.312
C -12.51057 -20.70280 -1.86512 1.278 1.469 -1.028
N -12.99355 -20.08822 -0.82241 -1.153 0.353 0.588
H -16.71168 -14.38830 4.08433 0.281 -0.141 -0.039
H -16.53373 -14.57612 2.34677 0.369 -0.379 0.494
H -15.07394 -14.26449 3.35530 -0.488 -0.542 0.054
H -14.71828 -20.67931 1.94384 -0.596 0.292 0.409
H -14.00039 -22.83634 0.80988 0.718 0.417 -0.907
H -12.89833 -23.93322 -1.12303 0.097 -0.611 -0.327
H -11.94598 -22.38206 -2.96823 -0.074 -0.246 0.017
H -12.07889 -20.05233 -2.60581 0.066 0.178 -0.194
O -7.64684 -18.71239 5.36510 0.954 0.046 0.471
C -8.84778 -19.18431 5.05504 -1.104 1.198 -0.184
O -9.29217 -20.22219 5.43648 0.328 -0.526 0.154
C -9.64029 -18.25865 4.17193 0.644 -0.288 -0.143
C -11.00395 -18.37757 4.09233 -0.807 -1.471 1.257
C -11.71359 -17.76838 3.09678 -1.318 0.565 0.804
C -11.06350 -16.97579 2.17119 1.966 -0.506 0.869
C -9.67119 -16.76385 2.26046 -0.712 -0.516 0.263
C -8.99174 -17.41108 3.29889 0.524 0.755 -1.177
N -11.72613 -16.38785 1.12309 -1.332 0.867 -1.294
C -11.54474 -15.14307 0.96742 -0.304 0.721 -0.989
C -12.17271 -14.40896 -0.19418 0.336 -2.314 1.077
C -12.12124 -13.05773 -0.29985 -0.099 1.169 0.710
C -12.80026 -12.42466 -1.32899 -0.206 0.328 -0.246
C -13.52487 -13.22559 -2.20514 -0.184 1.354 -0.169
C -13.54190 -14.58483 -2.00539 -1.125 -1.390 -0.354
N -12.85009 -15.20669 -1.04260 -0.214 0.335 -0.164
H -7.57005 -17.78138 5.09247 0.012 -0.504 0.205
H -11.53588 -19.02026 4.84225 0.596 0.684 -0.832
H -12.80290 -17.77894 3.24181 0.562 -0.111 -0.748
H -9.20164 -16.19373 1.44389 0.079 -0.316 0.706
H -7.90963 -17.29843 3.33269 -0.121 -0.056 -0.124
H -10.93449 -14.62288 1.69873 -0.003 0.413 -0.123
H -11.69702 -12.52099 0.54458 0.260 0.161 -0.407
H -12.82948 -11.32661 -1.41497 0.093 -0.694 0.063
H -14.13402 -12.74512 -2.98857 0.374 -0.539 0.411
H -14.23325 -15.21967 -2.61108 0.811 0.420 0.555
S -15.55898 -19.78066 -7.14584 -0.347 0.325 -0.107
C -15.56188 -19.56489 -5.51557 0.710 -0.425 0.692
S -15.83811 -18.13403 -4.57899 -0.591 1.507 -0.404
C -15.34074 -18.85587 -3.08034 -0.388 0.603 0.199
N -15.01961 -20.07939 -3.25703 -0.280 -0.024 0.252
N -15.20433 -20.47485 -4.57699 0.869 0.605 0.779
C -14.75568 -21.79442 -4.72438 -0.785 -0.911 -0.447
C -15.36055 -22.67088 -3.84142 0.110 0.820 0.642
C -14.98943 -23.97914 -3.82384 -0.529 -1.480 0.471
C -14.07286 -24.43011 -4.75250 1.472 -0.569 -0.754
C -13.51306 -23.56296 -5.68715 0.356 0.932 -0.557
C -13.86862 -22.20169 -5.68524 -0.523 -0.870 0.354
S -15.44815 -17.92621 -1.55151 0.319 -0.474 -0.768
H -16.00758 -22.16990 -3.13182 -0.276 -0.665 0.109
H -15.43571 -24.72624 -3.14357 0.218 0.691 -0.266
H -13.70041 -25.46424 -4.73960 -0.469 0.421 0.003
H -12.78172 -23.84561 -6.46189 -0.507 -0.357 0.603
H -13.65232 -21.47865 -6.43589 0.806 0.102 -0.541
C -12.38278 -18.30920 -5.01495 -1.000 1.380 -1.508
C -12.51567 -17.21463 -4.03415 -1.286 -2.677 1.671
C -12.17728 -15.89635 -4.50728 0.479 1.334 -0.972
O -12.83950 -17.53937 -2.87755 0.489 1.164 -0.509
H -11.37921 -18.21909 -5.33065 1.402 -0.561 -0.365
H -12.93070 -18.06326 -5.95282 -0.003 -0.196 0.594
H -12.65506 -19.27074 -4.66817 -0.144 -0.860 0.477
H -12.78435 -15.58943 -5.37074 0.069 -0.401 0.069
H -11.14452 -15.98325 -4.87828 -0.158 0.331 0.112
H -12.28492 -15.11387 -3.78796 0.356 0.238 0.442
N -11.05330 -18.05333 -0.91639 -1.405 0.311 0.827
P -9.57855 -18.18247 -1.29229 0.754 0.099 -0.077
C -9.35588 -18.77768 -2.96988 0.069 0.800 -0.549
C -9.53343 -20.12030 -3.20848 0.776 0.279 -1.715
C -9.42232 -20.59145 -4.52550 0.341 0.785 0.326
C -9.09911 -19.72866 -5.56415 -0.209 -1.444 -0.075
C -8.86757 -18.42260 -5.26350 0.959 2.094 -3.712
C -9.04772 -17.92414 -4.04319 -0.172 1.773 3.517
C -8.70342 -16.58364 -1.20805 1.703 -0.566 0.526
C -7.33695 -16.41167 -0.78441 -2.202 -0.725 0.068
C -6.77781 -15.15919 -0.73393 0.120 -0.876 -0.876
C -7.44711 -14.11637 -1.35827 -1.722 -0.422 0.844
C -8.80913 -14.24762 -1.69517 1.086 -0.628 0.260
C -9.43971 -15.48130 -1.58109 -0.464 0.060 -0.483
C -8.60537 -19.32393 -0.31301 -0.206 0.499 -0.230
C -9.10821 -19.74644 0.89230 0.369 -0.509 0.717
C -8.31670 -20.49952 1.76721 0.225 1.372 -1.260
C -7.00401 -20.72282 1.42498 1.216 -1.050 0.435
C -6.47770 -20.24869 0.22911 1.566 -0.080 -0.873
C -7.28242 -19.57931 -0.65666 -0.159 -0.278 -0.747
H -9.55996 -20.75972 -2.37913 -0.467 -1.136 0.908
H -9.41769 -21.61857 -4.75275 -0.394 -1.241 -0.004
H -8.99427 -20.10675 -6.58357 0.061 0.115 0.378
H -8.51697 -17.70922 -6.07091 -0.537 -0.980 0.872
H -8.91077 -16.83884 -3.78741 0.048 -1.138 -0.598
H -6.76974 -17.24910 -0.39270 -0.180 0.035 -0.117
H -5.78797 -15.19816 -0.31413 0.348 1.003 -0.110
H -7.04380 -13.15563 -1.42219 0.838 1.303 -0.140
H -9.35722 -13.40299 -2.03907 -0.251 0.599 -0.285
H -10.50192 -15.64873 -1.84259 0.728 0.334 0.129
H -10.09314 -19.46477 1.19945 -0.555 0.112 -0.006
H -8.65725 -20.65327 2.74647 -0.559 -0.886 1.092
H -6.35875 -21.34945 2.06502 -0.374 0.631 -0.164
H -5.40124 -20.34095 -0.10330 -1.298 -0.370 0.866
H -6.90788 -19.34013 -1.66113 -0.098 0.210 0.520

=====

100
Properties=species:S:1:pos:R:3:forces:R:3 method="wB97M-V/def2-TZVPD" e_lumo_ha=-0.13983 mol_weight_g_mol=883.7 total_charge=+1
Sn -0.59133 0.69556 -0.23466 0.237 -0.585 0.841
C -0.97558 -2.85735 1.41752 0.353 0.228 -0.003
N 0.41930 -3.24374 1.47351 -0.089 0.146 -0.111
C 1.34636 -2.13539 1.65958 -0.291 0.065 -0.311
P 1.83918 -1.66245 -0.07712 0.313 0.192 0.170
C 3.33434 -2.72486 -0.17648 -0.179 0.041 -0.054
C 3.25128 -3.96660 -0.79528 -0.044 0.058 0.001
C 4.30637 -4.86400 -0.69114 -0.007 -0.099 -0.026
C 5.44305 -4.52452 0.02361 0.010 0.001 -0.002
C 5.54398 -3.27084 0.61427 -0.021 0.034 0.034
C 4.49373 -2.37395 0.51723 -0.039 -0.045 -0.056
C 2.59385 0.01431 0.00185 -0.222 0.064 0.118
C 3.10540 0.49646 -1.20842 0.004 -0.015 -0.001
C 3.64636 1.76680 -1.29161 -0.015 0.038 0.026
C 3.64559 2.59809 -0.17432 -0.004 0.007 -0.097
C 3.12204 2.14476 1.02401 -0.015 -0.117 0.118
C 2.60210 0.85586 1.11880 0.288 -0.114 -0.522
C 0.73816 -4.51668 2.00913 -0.014 -0.205 0.015
C 1.58307 -4.67261 3.10518 -0.014 0.101 0.043
C 1.91915 -5.93961 3.55925 -0.011 -0.052 -0.024
C 1.40266 -7.06914 2.94550 0.035 -0.034 0.032
C 0.53801 -6.92006 1.87089 -0.047 0.030 0.015
C 0.21337 -5.65804 1.40238 -0.017 -0.009 0.003
P -1.52886 -1.90948 -0.10189 -0.215 -0.540 0.095
C -1.30116 -2.99089 -1.54811 0.219 0.439 0.005
C -1.70892 -4.31847 -1.53688 -0.004 -0.046 0.040
C -1.54434 -5.09791 -2.67223 -0.050 -0.066 0.082
C -0.99578 -4.55002 -3.82198 0.041 0.083 -0.072
C -0.61406 -3.21476 -3.84799 -0.016 -0.085 -0.076
C -0.76705 -2.44011 -2.71172 0.019 0.025 0.215
C -3.34408 -1.94380 0.08354 0.076 0.293 -0.001
C -3.98049 -2.01970 1.31951 0.103 0.002 0.009
C -5.36628 -2.01373 1.38355 -0.090 -0.080 0.010
C -6.12404 -1.91408 0.22761 0.041 0.009 0.008
C -5.49340 -1.80804 -1.00532 -0.022 0.013 -0.021
C -4.11182 -1.81788 -1.07765 0.047 0.010 0.010
H -1.22335 -2.19128 2.26043 -0.100 -0.078 -0.027
H -1.60897 -3.74137 1.47246 -0.024 -0.004 0.014
H 2.22662 -2.45011 2.20930 0.025 0.058 0.015
H 0.85910 -1.31942 2.18875 0.007 0.113 0.083
H 2.35703 -4.23649 -1.34519 -0.018 -0.017 0.019
H 4.23450 -5.83598 -1.16161 -0.012 0.005 0.001
H 6.25151 -5.23613 0.12684 0.016 0.013 -0.048
H 6.43538 -2.99614 1.16348 0.004 -0.011 -0.016
H 4.57200 -1.40197 0.98936 0.007 0.024 0.015
H 3.09099 -0.14868 -2.08090 0.043 0.037 -0.032
H 4.07199 2.11319 -2.22410 -0.028 0.010 -0.012
H 4.05973 3.59504 -0.24321 0.012 0.004 0.008
H 3.14416 2.77804 1.90224 -0.054 0.022 0.005
H 2.25607 0.49055 2.07691 0.242 0.389 -1.741
H 1.97366 -3.80890 3.62881 -0.005 -0.022 -0.022
H 2.58164 -6.03801 4.40928 -0.001 -0.002 -0.001
H 1.66967 -8.05516 3.30064 -0.008 0.002 0.004
H 0.12189 -7.79089 1.38096 0.015 -0.008 0.002
H -0.43446 -5.55944 0.54025 0.064 0.041 -0.014
H -2.16769 -4.74107 -0.65064 -0.019 -0.017 -0.027
H -1.85278 -6.13498 -2.66288 -0.009 0.003 0.012
H -0.87348 -5.16152 -4.70606 -0.001 -0.007 0.006
H -0.19900 -2.78523 -4.75010 -0.004 0.007 0.011
H -0.46733 -1.39780 -2.71210 0.079 -0.027 -0.088
H -3.41032 -2.07739 2.23830 -0.057 0.008 -0.010
H -5.85313 -2.08870 2.34643 0.020 -0.009 -0.038
H -7.20427 -1.91282 0.28509 -0.003 -0.008 0.002
H -6.07979 -1.72481 -1.91073 0.009 0.008 -0.003
H -3.62107 -1.74316 -2.04099 -0.048 -0.040 -0.030
O -0.54022 0.56974 1.76263 0.235 -0.148 -1.023
Si -0.81766 1.21369 3.24786 -0.222 0.312 0.147
C 0.40178 0.58857 4.53717 -0.193 -0.028 -0.160
C 1.70866 0.21851 4.21864 -0.071 -0.070 0.280
C 2.59533 -0.22416 5.18832 0.005 0.005 -0.002
C 2.19115 -0.29224 6.51376 0.016 0.000 0.009
C 0.90633 0.09967 6.86012 -0.006 0.023 0.046
C 0.02432 0.53492 5.88218 -0.045 0.044 -0.043
C -0.65012 3.08358 3.11912 -0.149 -0.287 0.046
C -0.89834 3.87943 4.24002 -0.015 -0.044 -0.037
C -0.73610 5.25443 4.18881 -0.014 -0.005 0.085
C -0.31395 5.86167 3.01400 0.018 0.023 -0.029
C -0.06529 5.09185 1.88724 0.005 0.062 0.059
C -0.23670 3.71660 1.94971 0.012 -0.088 -0.093
C -2.55963 0.65787 3.68757 0.296 0.087 0.173
C -2.77112 -0.49345 4.45001 0.022 -0.009 -0.065
C -4.05500 -0.95075 4.71428 -0.008 -0.050 0.025
C -5.15055 -0.26471 4.20952 0.030 0.062 0.084
C -4.95908 0.87237 3.43639 -0.033 0.031 -0.017
C -3.67438 1.33014 3.18478 0.035 0.037 -0.051
H 2.04874 0.28323 3.19272 -0.357 -0.330 1.776
H 3.60208 -0.50916 4.90840 0.015 -0.006 0.020
H 2.87609 -0.64153 7.27516 0.006 0.009 0.003
H 0.58905 0.06729 7.89442 0.006 -0.010 -0.001
H -0.97620 0.83855 6.17086 0.009 -0.042 0.037
H -1.22155 3.41204 5.16443 0.001 0.058 0.034
H -0.93489 5.85266 5.06859 0.010 0.016 -0.011
H -0.17416 6.93416 2.98064 -0.019 0.004 -0.014
H 0.26583 5.56232 0.97018 -0.007 -0.013 -0.006
H -0.02396 3.12650 1.06161 0.049 0.064 0.023
H -1.91776 -1.03669 4.84216 -0.052 -0.021 0.053
H -4.19607 -1.83984 5.31650 -0.027 0.010 0.009
H -6.15360 -0.60894 4.42817 -0.005 -0.001 -0.005
H -5.81151 1.40559 3.03501 -0.004 0.006 0.019
H -3.53237 2.22914 2.59218 -0.047 0.019 0.028